(1)
Molecular formula: C4H8FO6P
Method: DFT, ωB97M-V with the def2-TZVPD basis set

The geometry in XYZ format:
```
20
Properties=species:S:1:pos:R:3:forces:R:3:nbo_charge:R:1
C 3.395048 -0.326291 -0.585446 0.148 0.295 -0.360 -0.669
C 2.617441 0.543243 0.396910 1.771 -0.580 -0.174 0.479
F 2.023892 1.573381 -0.289746 -0.383 -0.156 0.269 -0.348
O 1.690745 -0.181119 1.185608 -1.021 1.531 0.032 -0.537
C 0.456639 -0.252673 0.565613 1.483 0.712 0.702 0.995
O 0.304167 -0.983729 -0.330752 -1.059 -1.771 -1.556 -0.553
O -0.458237 0.580481 1.079097 0.267 -0.530 0.738 -0.483
C -1.742884 -0.013437 1.168025 -1.666 0.137 0.391 -0.451
P -2.696154 0.038313 -0.428114 0.422 0.625 -1.209 2.298
O -1.907862 0.469262 -1.582724 0.525 -0.056 -0.285 -1.108
O -3.346551 -1.422398 -0.667339 -0.025 0.757 0.711 -0.988
O -3.859375 1.146016 -0.225340 0.048 -1.115 0.674 -0.988
H 3.942837 -1.119074 -0.061952 -0.292 0.171 -0.028 0.224
H 2.776937 -0.754593 -1.382655 -0.073 0.058 0.386 0.239
H 4.139194 0.323362 -1.073510 -0.202 -0.185 0.192 0.220
H 3.336024 0.984594 1.101659 -0.412 -0.031 0.011 0.153
H -2.312358 0.589154 1.892408 0.286 -0.039 -0.261 0.239
H -1.729192 -1.027537 1.594996 0.297 0.195 -0.405 0.225
H -2.805784 -1.870467 -1.337743 -0.106 0.118 0.075 0.527
H -3.824528 1.703512 -1.018993 -0.011 -0.137 0.096 0.525
```
Forces are in eV/Å.

(2)
Molecular formula: C54H95B2F9Hg2N5O24PS
Method: DFT, ωB97M-V with the def2-TZVPD basis set

The geometry in XYZ format:
```
193
Properties=species:S:1:pos:R:3:forces:R:3:mulliken_charge:R:1
Hg -6.225183 -1.908835 -2.043845 0.053 0.005 0.067 0.250
Hg -0.643403 0.582615 4.933925 -0.135 -0.099 -0.040 0.704
O -0.610093 5.582715 3.936315 -0.652 3.592 -2.147 -0.644
C -0.850463 6.636175 3.305575 -0.003 -1.626 1.722 0.675
O -1.424513 6.751925 2.124865 -0.015 0.128 -0.253 -0.378
B -1.563233 8.185465 1.650635 -0.073 -0.686 1.381 0.824
O -1.034793 8.974935 2.762155 0.828 -1.170 2.383 -0.390
C -0.537343 8.146555 3.775245 3.551 0.501 1.172 0.527
O 0.290827 8.406875 4.702675 -4.317 -0.473 -4.124 -0.560
O -2.982183 8.504745 1.263975 0.548 -0.387 1.839 -0.403
C -3.046533 8.828445 0.031985 -1.894 -0.060 -3.088 0.589
O -4.022873 8.937275 -0.693195 1.530 0.197 1.511 -0.529
C -1.580603 8.828685 -0.531345 0.877 0.364 -5.346 0.655
O -0.813653 8.433695 0.425595 0.832 -0.100 0.230 -0.404
O -1.264913 9.011085 -1.741385 -1.143 -0.406 4.751 -0.584
O -9.356013 7.525435 0.566445 -0.516 -0.495 1.350 -0.497
C -9.137533 6.728645 1.441885 0.871 -0.016 -1.421 0.637
O -8.025523 5.992935 1.472715 -0.707 -0.634 0.443 -0.412
B -8.135253 4.894175 2.514665 -0.147 1.210 -0.517 0.735
O -9.184323 5.434065 3.367345 -2.472 0.730 0.054 -0.392
C -10.042353 6.309275 2.718715 -0.630 0.442 1.056 0.564
O -11.146653 6.756815 3.031975 3.939 -1.867 -0.853 -0.504
O -8.505293 3.564195 1.916705 0.706 1.102 0.436 -0.426
C -7.429363 2.789625 1.909455 -1.029 0.442 0.124 0.627
O -7.319853 1.794105 1.284075 0.583 -0.730 -0.101 -0.522
C -6.388403 3.474675 2.857125 5.133 -0.282 1.235 0.695
O -6.804593 4.696765 3.176695 -1.106 -1.276 -0.723 -0.352
O -5.248933 3.024475 3.160855 -4.580 1.325 -1.132 -0.546
P -3.838843 -2.995525 6.598625 -0.494 1.159 1.370 1.159
F -4.952953 -3.151665 7.763075 -0.262 0.131 -0.723 -0.354
F -4.011253 -4.503785 6.116795 -0.029 -0.525 -0.009 -0.352
F -4.956893 -2.517935 5.496715 -0.118 -0.071 0.779 -0.359
F -2.746203 -2.712615 5.489205 1.744 -0.759 -1.215 -0.345
F -3.529733 -1.451055 7.040425 -0.858 0.498 0.432 -0.378
F -2.741573 -3.445535 7.734895 0.287 -0.283 -0.824 -0.373
C -0.319773 1.832555 -1.508885 -0.047 -1.576 -0.431 0.642
F -1.229193 2.716715 -1.262465 -1.772 0.609 -0.812 -0.189
F -0.079243 1.663875 -2.872545 -0.168 0.803 2.127 -0.224
F 0.716387 2.274235 -0.832335 1.529 -0.449 -0.588 -0.193
S -0.781233 0.115735 -0.845895 -0.731 -0.442 1.248 1.066
O 0.232877 -0.753715 -1.389625 0.707 -0.316 -0.552 -0.521
O -0.474773 0.220725 0.629475 -1.236 0.126 -1.972 -0.479
O -2.129393 -0.256425 -1.315525 1.796 1.191 1.177 -0.518
C 6.686277 -3.400885 -0.650625 0.228 0.429 -1.524 -1.763
C 7.185197 -2.852295 -2.077295 0.483 0.772 1.976 1.141
C 7.713247 -4.023415 -2.931365 -0.506 -1.049 1.451 -1.259
C 7.970427 -3.731525 -4.365825 0.006 0.538 -0.156 -0.557
C 6.637167 -3.245245 -4.919125 0.458 -0.204 -0.617 -1.457
C 6.042107 -2.003525 -4.227275 2.797 -0.983 -0.285 1.911
N 6.059997 -2.174715 -2.774735 0.323 -1.826 -0.630 0.496
O 5.352517 -1.195375 -2.134235 0.887 0.710 0.912 -0.428
C 6.873787 -0.789755 -4.647315 0.030 1.266 -0.375 -1.823
C 4.688537 -1.833815 -4.723845 -2.980 0.613 -0.087 -2.182
C 8.401827 -1.838565 -1.732455 -1.014 -0.219 -1.229 -1.430
H 7.557867 -3.724665 -0.081765 -0.028 -0.003 -0.057 0.400
H 6.011337 -4.245315 -0.790295 -0.016 -0.014 -0.026 0.418
H 6.163817 -2.626285 -0.089265 0.113 0.056 -0.112 0.402
H 8.506337 -4.538125 -2.388975 0.746 0.718 0.011 0.501
H 7.021327 -4.864355 -2.884635 -0.861 0.210 -0.133 0.394
H 8.303637 -4.626445 -4.891355 -0.036 -0.007 -0.019 0.381
H 8.766347 -2.992785 -4.460005 -0.008 0.151 -0.202 0.302
H 5.953877 -4.094485 -4.915175 -0.291 0.041 0.343 0.394
H 6.735977 -2.999705 -5.976505 0.029 0.202 -0.090 0.465
H 7.963027 -0.830625 -4.646765 -0.052 -0.529 0.553 0.306
H 6.666787 -0.505795 -5.679125 -0.363 -0.185 -0.144 0.469
H 6.556347 0.066155 -4.051705 0.134 0.072 0.130 0.389
H 4.216777 -0.965355 -4.264155 0.027 0.297 -0.218 0.541
H 4.594217 -1.708645 -5.802515 0.415 0.016 0.030 0.395
H 4.013207 -2.648135 -4.461295 0.205 -0.387 0.081 0.434
H 8.026727 -1.010695 -1.130765 0.083 -0.129 0.132 0.384
H 8.776747 -1.418235 -2.665655 -0.139 0.151 -0.076 0.322
H 9.287177 -2.300115 -1.295155 -0.428 -0.359 0.384 0.394
H 4.430867 -1.462175 -2.103015 -0.320 -0.315 0.016 0.355
C 3.703747 0.397605 9.480765 -0.363 -0.576 -0.919 -1.645
C 3.019967 1.336745 8.480405 -0.909 2.712 -0.290 1.450
C 3.563637 2.802235 8.646345 1.012 -0.415 0.853 -1.047
C 4.891077 3.083575 8.005595 1.450 0.110 -1.051 -0.724
C 4.787737 2.845335 6.521475 -0.981 -1.368 0.325 -1.369
C 4.367397 1.291735 6.249605 0.161 2.710 -0.644 1.299
N 3.179367 0.950995 7.048935 0.168 1.132 0.114 0.240
O 2.780137 -0.346765 6.739315 0.244 0.479 0.756 -0.309
C 3.910437 1.310225 4.753075 1.940 -0.469 0.325 -1.756
C 5.583717 0.348485 6.530555 0.161 -0.448 -0.171 -1.467
C 1.476157 1.460075 8.725755 0.358 -1.751 0.252 -1.775
H 3.204747 -0.568325 9.402785 0.015 -0.173 0.295 0.421
H 3.627807 0.760395 10.505815 0.002 0.059 -0.197 0.426
H 4.740937 0.244275 9.182725 0.122 0.159 0.305 0.354
H 2.828097 3.558905 8.373345 -0.037 -0.176 -0.044 0.389
H 3.869247 2.927715 9.685065 -1.068 -0.025 0.472 0.306
H 5.714487 2.520365 8.444795 -0.132 -0.662 0.132 0.330
H 5.289807 4.086115 8.160575 -0.665 0.408 0.195 0.438
H 5.633637 3.174395 5.917915 0.269 -0.569 0.108 0.499
H 3.979037 3.514535 6.227745 -0.335 -0.306 -0.477 0.436
H 3.723737 0.293325 4.407865 -0.802 0.252 -0.095 0.381
H 3.229117 2.124515 4.506475 -0.594 -0.607 0.353 0.399
H 4.805587 1.600265 4.202915 0.272 -0.016 -0.101 0.444
H 6.444427 0.769365 7.050305 -0.267 0.749 -0.030 0.352
H 5.376237 -0.509245 7.170355 -0.454 -0.154 -0.011 0.285
H 6.006047 -0.091115 5.626955 -0.263 0.138 -0.244 0.418
H 0.935607 2.211045 8.149605 0.488 0.006 -0.166 0.356
H 1.193847 1.557305 9.774065 0.427 0.306 0.115 0.381
H 1.124497 0.459995 8.472245 -0.554 0.024 -0.217 0.441
H 3.560597 -0.771235 7.103055 0.055 -1.565 -0.117 0.413
C -7.649713 -4.837385 -8.385025 -0.424 -0.240 -1.924 -1.651
C -6.777903 -5.212655 -7.215635 1.336 0.313 0.105 1.438
C -5.989933 -6.511775 -7.437625 1.471 0.832 -0.532 -1.172
C -4.730043 -6.278065 -8.326815 -1.875 -1.525 0.140 -0.696
C -3.816103 -5.256025 -7.713645 -0.522 0.447 -1.212 -1.024
C -4.589343 -3.911415 -7.623485 0.546 1.016 0.890 1.346
N -5.817943 -4.105435 -6.872515 1.345 -4.302 0.249 0.253
O -6.361243 -2.991945 -6.432115 -1.269 1.562 0.246 -0.322
C -3.709403 -2.915065 -6.772075 -0.394 -0.224 -0.327 -1.833
C -4.913023 -3.266715 -9.016675 1.073 -0.832 -0.513 -1.686
C -7.687973 -5.526335 -6.097675 -1.570 1.390 1.475 -2.054
H -7.981663 -5.803075 -8.766285 -0.398 0.116 -0.263 0.422
H -7.173343 -4.339465 -9.229565 0.425 -0.256 0.140 0.339
H -8.542273 -4.227175 -8.246915 -0.032 -0.079 0.832 0.444
H -5.657033 -6.849895 -6.456325 -0.004 -0.102 0.072 0.341
H -6.643603 -7.278165 -7.854085 -0.028 0.095 -0.040 0.519
H -5.135413 -5.997165 -9.298865 0.333 0.443 -0.167 0.267
H -4.322113 -7.268015 -8.530975 0.615 0.096 0.265 0.422
H -2.968643 -5.125655 -8.386635 0.159 0.263 0.066 0.450
H -3.412503 -5.583765 -6.755625 -0.263 0.197 0.166 0.355
H -4.081353 -1.891195 -6.809935 0.100 -0.047 -0.287 0.378
H -3.703473 -3.167365 -5.711695 -0.162 -0.366 -0.048 0.458
H -2.671763 -2.960565 -7.102735 -0.070 0.120 -0.234 0.416
H -3.943363 -2.947475 -9.398705 -0.089 0.546 -0.072 0.426
H -5.254253 -3.970955 -9.775425 0.056 -0.373 0.275 0.422
H -5.653873 -2.470295 -9.087095 0.289 0.290 0.697 0.340
H -8.294453 -4.635135 -5.936315 -0.224 0.088 0.299 0.431
H -7.217273 -5.716485 -5.133115 0.187 -0.412 -0.229 0.477
H -8.420133 -6.279935 -6.387715 0.332 -0.312 0.104 0.401
H -6.906503 -2.770985 -7.190705 -0.939 1.283 -0.078 0.415
C -4.180383 -7.431995 1.320195 -1.370 1.701 0.397 -1.652
C -5.039803 -7.082305 0.044415 0.041 -2.925 -0.884 1.305
C -5.439023 -8.455905 -0.533615 -0.654 -0.263 -0.049 -1.234
C -6.631343 -9.102625 0.158725 0.015 -1.145 -0.426 -0.604
C -7.869663 -8.246365 0.143035 1.496 1.494 0.411 -1.076
C -7.537833 -6.806725 0.802035 -1.658 -2.401 -0.922 1.402
N -6.274033 -6.263215 0.210155 -0.226 -2.917 -0.455 0.321
O -5.912813 -5.101165 0.726115 -0.228 2.021 0.834 -0.332
C -8.763503 -5.982695 0.406575 -0.087 1.959 -0.340 -1.731
C -7.578123 -7.020585 2.330225 1.052 1.236 0.180 -1.771
C -4.116353 -6.425795 -0.951515 0.510 1.929 -0.449 -1.985
H -4.049793 -6.475705 1.826715 0.735 0.098 0.351 0.552
H -3.196353 -7.829125 1.071045 -0.303 0.004 -0.134 0.445
H -4.711763 -8.023545 2.065725 0.093 -0.423 -0.373 0.337
H -5.674143 -8.397785 -1.596365 -0.224 0.446 -0.153 0.388
H -4.621913 -9.177265 -0.525435 0.380 0.326 0.338 0.440
H -6.429423 -9.522905 1.143965 0.289 0.567 0.355 0.342
H -6.815933 -10.025885 -0.390465 -0.249 -0.104 -0.268 0.381
H -8.665923 -8.735245 0.704345 -0.150 0.331 -0.110 0.395
H -8.176103 -8.037525 -0.881945 -0.107 -0.249 -0.031 0.373
H -9.579253 -6.000085 1.129325 0.112 -0.578 0.042 0.377
H -8.582873 -4.910935 0.324085 0.589 0.219 0.385 0.448
H -9.167433 -6.158235 -0.590485 0.106 -0.712 0.040 0.350
H -7.454243 -6.060625 2.831455 -0.402 0.262 0.043 0.482
H -8.552673 -7.434345 2.589395 0.273 -0.095 0.074 0.462
H -6.740883 -7.574275 2.755135 -0.217 -0.608 -0.317 0.276
H -3.686003 -5.504865 -0.558075 0.317 -0.092 0.533 0.420
H -4.593773 -5.985765 -1.827035 -0.567 -0.655 -0.210 0.430
H -3.276953 -7.032125 -1.291935 -0.254 -0.338 0.237 0.388
H -5.349773 -5.411755 1.438945 0.693 1.071 0.919 0.462
C 6.631247 5.588325 -0.169065 -0.192 0.280 0.744 -1.540
C 7.304857 6.775275 -0.825535 -0.007 1.416 -1.853 1.440
C 6.285567 7.382245 -1.799695 -0.361 1.695 -0.837 -1.227
C 5.120447 8.286825 -1.296775 1.614 -2.089 0.957 -0.610
C 5.516847 9.189375 -0.146905 -0.627 -0.381 0.634 -1.271
C 6.616407 8.684155 0.863925 0.624 0.922 -1.385 1.660
N 7.686857 7.924105 0.039585 -1.793 0.523 -0.038 0.277
O 8.850097 7.659955 0.761875 0.076 -0.008 0.408 -0.461
C 7.215987 10.036905 1.342175 1.301 -0.593 0.540 -2.008
C 6.040787 7.865035 2.052325 -0.527 1.067 -0.243 -1.715
C 8.522437 6.401415 -1.759945 -0.256 -1.182 1.376 -1.863
H 6.217927 4.855185 -0.861725 0.633 -0.095 -0.278 0.375
H 5.725447 5.998685 0.277275 0.090 -0.179 0.506 0.373
H 7.266557 5.138005 0.593625 -0.165 -0.215 0.010 0.321
H 6.846197 8.063355 -2.439915 0.286 -0.218 -0.305 0.425
H 5.812927 6.635885 -2.438185 0.330 -0.288 -0.022 0.406
H 4.457057 7.561945 -0.825005 -0.966 0.233 -0.703 0.295
H 4.775327 8.812325 -2.187195 -0.636 -0.112 0.433 0.379
H 4.618487 9.216905 0.469775 -0.105 0.564 0.153 0.364
H 5.672677 10.214125 -0.484105 0.486 -0.132 0.083 0.426
H 7.524577 10.705835 0.538795 0.068 -0.371 -0.285 0.444
H 6.608827 10.666655 1.992465 -0.651 -0.531 -0.062 0.419
H 8.096537 9.811295 1.943695 0.220 0.095 0.077 0.467
H 5.013177 7.627335 1.777375 0.215 -1.259 -0.118 0.442
H 6.706087 7.084005 2.420415 -0.365 -0.223 -0.369 0.243
H 5.790787 8.489395 2.910095 0.627 0.489 0.098 0.444
H 8.217477 5.539975 -2.354095 -0.229 0.101 -0.248 0.407
H 9.329977 5.994105 -1.151605 0.176 0.165 0.122 0.454
H 8.943817 7.148205 -2.432885 -0.454 0.362 0.306 0.378
H 9.438837 8.275095 0.318505 0.557 -0.041 0.304 0.365
```
Forces are in eV/Å.

Q: Which lowest unoccupied orbital energy values were calculated for the entries above? A: 0.0208, -0.2790, in hartree.